1.
A molecular structure, C15H39AlIN2S2. Source: the OMol25 dataset; level of theory: wB97M-V/def2-TZVPD.

Summary:
**LUMO level**: 2.592 eV
**Total charge**: -1
**HOMO-LUMO gap**: 7.75 eV
**Energy**: -2041.06918 Ha

Structure (XYZ):
```
60
Properties=species:S:1:pos:R:3:forces:R:3
S 0.70168 -2.18748 1.87702 0.9128 0.0379 0.1118
C -0.61774 -3.12701 2.66656 -0.4508 -0.0328 -0.4656
C -1.40906 -4.03863 1.74052 -0.5181 -0.4157 0.6922
C -2.78168 -4.37380 2.39516 0.4628 0.9545 -0.6811
Al -4.17788 -3.02174 1.88304 -0.3098 -0.5183 0.7667
S -3.77290 -0.91263 2.67545 0.2655 0.4231 -0.4243
I -4.20423 -2.75985 -0.69923 0.0331 0.0437 -0.1180
H 0.07344 -1.37543 1.01990 -0.4997 -0.1436 0.1045
H -1.30080 -2.48111 3.19867 -0.0551 0.4405 0.0641
H -0.11672 -3.74273 3.40065 0.3170 -0.0340 0.3004
H -1.53154 -3.57222 0.77172 0.0092 0.0350 -0.3262
H -0.85926 -4.96580 1.62669 0.3860 -0.1362 -0.4113
H -3.08106 -5.38498 2.14260 -0.1971 -0.2269 -0.1034
H -2.62496 -4.34008 3.47020 -0.1762 -0.1222 0.4015
H -5.62235 -3.49809 2.38660 -0.0974 0.0211 -0.0999
H -4.01336 -1.01326 3.98455 -0.0906 -0.3130 0.0993
C -3.49729 4.02407 -4.13435 0.0253 0.0392 -0.0009
C -3.30364 3.31147 -2.80376 0.1220 -0.0084 -0.0891
N -4.23724 2.22647 -2.58680 -0.1099 0.0057 0.0306
C -4.20904 1.70865 -1.22500 -0.0589 0.0126 0.2449
C -2.92865 1.02793 -0.73651 0.0503 -0.0147 0.0588
C -4.28992 1.22002 -3.63268 -0.0283 -0.0651 -0.2048
C -2.99913 0.45910 -3.96879 -0.0313 -0.0893 -0.0233
H -4.51246 4.41387 -4.22402 -0.0282 -0.0501 -0.0085
H -2.80190 4.86247 -4.20541 -0.0059 0.0127 0.0093
H -3.30251 3.36956 -4.98429 0.0008 -0.0108 -0.0053
H -3.45734 4.03929 -2.00229 0.0098 -0.0561 0.0752
H -2.25159 2.98933 -2.72893 0.0014 0.0307 -0.0099
H -5.04110 1.01007 -1.10960 0.0139 -0.0440 -0.0620
H -4.43543 2.54376 -0.55362 0.0267 0.0713 -0.0772
H -2.82255 0.02922 -1.15342 0.0462 -0.0019 -0.0030
H -2.97058 0.91155 0.34808 -0.0291 -0.0293 -0.0095
H -2.03044 1.60455 -0.97009 -0.0346 0.0507 -0.0289
H -4.65458 1.69986 -4.54533 0.0314 0.0567 0.0162
H -5.06648 0.50117 -3.36278 0.0242 -0.0067 0.1063
H -2.13104 1.11972 -4.00602 -0.0058 0.0321 0.0024
H -3.09364 -0.01107 -4.95061 -0.0197 0.0090 -0.0027
H -2.79473 -0.33445 -3.25226 0.0363 0.0454 0.0399
C 3.56557 0.33628 3.13215 -0.0069 0.0624 -0.0013
C 4.71933 0.97452 2.37666 -0.1502 0.0410 0.0228
N 5.58787 0.00145 1.73828 0.0789 0.0096 -0.0216
C 6.80405 0.58233 1.20528 0.1600 0.0344 0.0352
C 6.69017 1.58776 0.05056 0.1025 -0.0111 -0.0553
C 4.91662 -0.96800 0.88603 -0.1265 -0.1739 -0.0329
C 4.09302 -0.44202 -0.29775 0.0394 -0.0741 -0.0633
H 3.92888 -0.35560 3.89297 0.0203 -0.0461 -0.0332
H 2.97543 1.10804 3.62778 0.0038 0.0092 0.0042
H 2.89378 -0.20562 2.46896 -0.0609 -0.0105 0.0572
H 5.32730 1.54810 3.08288 0.0826 0.0038 -0.0589
H 4.30586 1.70519 1.66186 0.0025 0.0011 0.0151
H 7.46523 -0.23354 0.89854 -0.0488 -0.0415 -0.0251
H 7.31737 1.07639 2.03695 -0.0676 0.0247 0.0331
H 6.48026 1.09830 -0.89928 -0.0794 -0.0043 0.0063
H 7.63766 2.11951 -0.06636 0.0012 -0.0083 0.0178
H 5.91761 2.33537 0.22982 -0.0255 -0.0094 0.0230
H 4.25818 -1.56896 1.51542 -0.0135 0.0481 0.0324
H 5.67097 -1.66892 0.51867 0.0743 0.0669 -0.0064
H 3.49525 0.42867 -0.02587 -0.0079 0.0024 0.0320
H 3.40174 -1.21612 -0.63520 -0.0076 -0.0115 0.0257
H 4.71757 -0.17488 -1.15000 0.0012 0.0845 0.0241
```
Forces are in eV/Å.

The natural (NBO) scheme yields these atomic charges, measured in e:
1. S -0.09
2. C -0.51
3. C -0.41
4. C -0.98
5. Al 1.16
6. S -0.71
7. I -0.53
8. H 0.13
9. H 0.23
10. H 0.21
11. H 0.20
12. H 0.18
13. H 0.21
14. H 0.20
15. H -0.42
16. H 0.14
17. C -0.61
18. C -0.21
19. N -0.45
20. C -0.21
21. C -0.65
22. C -0.22
23. C -0.64
24. H 0.21
25. H 0.20
26. H 0.20
27. H 0.19
28. H 0.16
29. H 0.21
30. H 0.18
31. H 0.22
32. H 0.23
33. H 0.19
34. H 0.18
35. H 0.21
36. H 0.20
37. H 0.20
38. H 0.22
39. C -0.62
40. C -0.21
41. N -0.45
42. C -0.20
43. C -0.64
44. C -0.22
45. C -0.64
46. H 0.21
47. H 0.21
48. H 0.22
49. H 0.19
50. H 0.15
51. H 0.19
52. H 0.18
53. H 0.20
54. H 0.20
55. H 0.21
56. H 0.21
57. H 0.19
58. H 0.21
59. H 0.22
60. H 0.19


2.
2 unconnected molecules or ions with the total composition C6H10O5S. Source: the OMol25 dataset; level of theory: wB97M-V/def2-TZVPD.

Summary:
**Energy above the lowest of the compared OMol25 structures with the same formula, charge and spin**: 86.64 kcal/mol
**LUMO level (alpha / beta)**: -2.792 / -2.791 eV
**Total charge**: 0
**HOMO-LUMO gap (alpha / beta)**: 4.97 / 5.07 eV
**Energy**: -1008.81886 Ha

Structure (XYZ):
```
22
Properties=species:S:1:pos:R:3:forces:R:3
C 1.47032 0.25265 -0.63936 3.5365 0.7055 1.1889
C -1.04523 0.52030 0.24833 0.9980 -1.2339 -3.2956
C 2.93385 1.97420 -0.05475 4.5203 1.7785 2.0421
C -3.36595 0.15062 0.38850 1.0722 1.6874 1.0830
C 0.40628 -1.76860 -2.43797 -0.3292 0.1176 0.7476
C 0.07569 0.03652 -0.77501 -4.5093 -3.4936 -0.3367
O 2.38486 -0.45644 -0.98752 -0.2708 -0.2910 -0.6493
O -0.85686 1.10346 1.23331 -0.0095 1.8314 1.9968
O 1.72320 1.39670 -0.00082 -3.8488 -0.4527 -1.2118
O -2.15212 0.12807 -0.35317 -0.7234 -0.1804 -0.0821
O -0.45894 -0.76816 -1.72451 2.0345 0.5876 1.3445
S -0.08874 -1.80208 1.94672 -2.3621 0.3377 -0.0713
H 3.65771 1.80882 -0.93974 -1.7037 -0.1148 1.1049
H 3.45157 1.57678 0.89735 -0.0355 0.7749 -1.4989
H 2.79262 3.09603 0.12708 0.1461 -1.5905 -0.4716
H -3.86286 -0.75412 0.25621 -1.0059 -1.3942 -0.8884
H -3.91985 1.04726 0.06815 -0.0580 -0.5289 0.4586
H -3.08919 0.13452 1.44640 -0.2983 0.6210 0.0228
H -0.16595 -2.69755 -2.70980 0.1917 1.3164 0.5996
H 1.27684 -1.93900 -1.80867 -0.3432 -0.4878 -0.1180
H 0.74774 -1.24197 -3.29670 0.2029 0.1394 -0.9536
H 1.04353 -1.77074 1.40958 2.7956 -0.1295 -1.0115
```
Forces are in eV/Å.

The natural (NBO) scheme yields these atomic charges, measured in e:
1. C 0.65
2. C 0.77
3. C -0.28
4. C -0.26
5. C -0.27
6. C 0.34
7. O -0.55
8. O -0.53
9. O -0.46
10. O -0.50
11. O -0.40
12. S -0.45
13. H 0.21
14. H 0.20
15. H 0.21
16. H 0.20
17. H 0.19
18. H 0.21
19. H 0.22
20. H 0.24
21. H 0.20
22. H 0.08


3.
A single C4H4N2S molecule. Source: the OMol25 dataset; level of theory: wB97M-V/def2-TZVPD.

Summary:
**Energy above the lowest of the compared OMol25 structures with the same formula, charge and spin**: 39.60 kcal/mol
**LUMO level**: -1.301 eV
**Total charge**: 0
**HOMO-LUMO gap**: 6.89 eV
**Energy**: -662.46252 Ha
**SMILES**: S=Nc1ccc[nH]1

Structure (XYZ):
```
11
Properties=species:S:1:pos:R:3:forces:R:3
S 2.22199 0.30029 0.82668 -0.1321 0.3305 0.1266
N 0.79935 0.96212 0.59985 -0.1426 -0.3292 -0.2714
C -0.17913 0.20869 0.00908 0.0332 0.8372 -0.3219
C -0.18605 -1.07992 -0.47441 -1.3679 -0.5733 -0.1435
C -1.50743 -1.36411 -0.91757 -0.1776 0.2015 -0.4496
C -2.26450 -0.18410 -0.77771 0.3878 -0.4673 0.3513
N -1.42367 0.77355 -0.26603 -0.7689 -1.1378 0.1150
H 0.65989 -1.73363 -0.44969 0.1441 -0.2121 -0.0335
H -1.87378 -2.31359 -1.35473 0.3314 0.8712 0.4502
H -3.36433 -0.01639 -0.90401 1.4447 -0.0438 -0.0252
H -1.78064 1.62593 0.10846 0.2478 0.5232 0.2019
```
Forces are in eV/Å.

The natural (NBO) scheme yields these atomic charges, measured in e:
1. S 0.23
2. N -0.51
3. C 0.19
4. C -0.23
5. C -0.30
6. C -0.01
7. N -0.49
8. H 0.24
9. H 0.23
10. H 0.23
11. H 0.42


4.
A single C4H10N2O2 molecule. Source: the OMol25 dataset; level of theory: wB97M-V/def2-TZVPD.

Summary:
**Energy above the lowest of the compared OMol25 structures with the same formula, charge and spin**: 67.60 kcal/mol
**LUMO level**: 0.695 eV
**Total charge**: 0
**HOMO-LUMO gap**: 10.46 eV
**Energy**: -418.35324 Ha
**SMILES**: CN(C)[C@H](N)C(=O)O

Structure (XYZ):
```
18
Properties=species:S:1:pos:R:3:forces:R:3
C -1.00787 -1.19745 0.26234 -1.9220 4.5717 -1.5365
N -0.59853 0.28244 0.35356 -0.3987 -1.0641 0.5874
C -1.48984 1.14303 -0.40541 2.2825 -1.3139 -2.2533
C 0.74901 0.44133 -0.07643 1.1965 2.0274 -0.7796
N 0.99041 0.11711 -1.52133 0.3550 2.7793 2.1751
C 1.66596 -0.33014 0.93000 0.2662 0.3435 -1.4274
O 2.73196 -0.82842 0.64560 -0.7828 0.3875 0.1865
O 1.12754 -0.32993 2.12065 -1.4187 0.4343 1.2608
H -1.06189 -1.37512 -0.82445 -1.0443 -0.6246 0.6330
H -0.33236 -1.78725 0.67946 3.5943 -2.4470 1.5562
H -1.81161 -1.27882 0.98811 -1.0370 -0.2640 -1.0293
H -1.76784 0.69731 -1.36643 0.2834 -0.2999 -0.2298
H -2.39116 1.29621 0.01921 -2.7132 0.8921 2.0807
H -0.94440 2.01886 -0.70313 -0.0802 0.7341 0.3212
H 1.09165 1.64154 0.01737 -0.9989 -3.0823 -0.0800
H 1.97897 0.22246 -1.42381 1.2173 0.0210 -1.2043
H 0.88067 -0.82511 -1.71032 -0.4607 -2.4747 -0.2139
H 0.18932 0.09194 2.01502 1.6613 -0.6203 -0.0468
```
Forces are in eV/Å.

The natural (NBO) scheme yields these atomic charges, measured in e:
1. C -0.43
2. N -0.48
3. C -0.40
4. C 0.01
5. N -0.83
6. C 0.75
7. O -0.59
8. O -0.68
9. H 0.20
10. H 0.20
11. H 0.22
12. H 0.18
13. H 0.20
14. H 0.21
15. H 0.21
16. H 0.37
17. H 0.35
18. H 0.52


5.
A molecular structure, BeH14O7. Source: the OMol25 dataset; level of theory: wB97M-V/def2-TZVPD.

Summary:
**Energy above the lowest of the compared OMol25 structures with the same formula, charge and spin**: 102.34 kcal/mol
**LUMO level**: -9.420 eV
**Total charge**: +2
**HOMO-LUMO gap**: 9.55 eV
**Energy**: -549.18521 Ha

Structure (XYZ):
```
22
Properties=species:S:1:pos:R:3:forces:R:3
Be -0.08572 0.10781 0.28785 0.8616 -0.0301 -0.6624
O -2.37893 -1.32138 -0.15194 0.7283 0.4253 0.8352
H -2.52248 -2.17857 0.24914 -0.1263 -0.2793 0.3438
H -2.80563 -1.38184 -1.00663 0.0121 0.1816 -0.4244
O -0.27447 -1.26988 2.44775 -0.0338 0.7414 -1.2134
H -1.09396 -1.55853 2.84945 -0.5210 -0.0177 0.0464
H 0.39185 -1.43874 3.11387 0.5231 -0.0390 0.1178
O -0.47281 2.57961 -0.46696 0.0344 -1.0604 0.4370
H -1.22348 3.14113 -0.27350 -0.4452 0.1877 0.2752
H 0.00413 3.04488 -1.15420 0.2814 -0.0081 -0.3582
O 0.88314 -2.26970 -0.39729 -0.3270 1.1633 0.2424
H 1.75134 -2.45431 -0.75560 0.4831 0.0739 -0.0427
H 0.38136 -3.06832 -0.56056 -0.4111 -0.2418 0.0554
O 1.02425 1.51147 1.92005 -0.7632 -0.9115 -1.0724
H 1.18630 1.37324 2.85325 -0.1536 -0.3331 0.4846
H 1.64420 2.19569 1.66758 0.0883 0.3579 -0.2681
O 1.89762 0.92200 -0.89011 -1.0273 -0.5867 0.6888
H 2.39486 1.69202 -0.61433 0.2172 0.2522 0.2844
H 2.14003 0.79568 -1.80745 -0.0159 -0.2785 -0.4519
O -0.98082 -0.24127 -2.06086 0.5055 0.2217 1.0136
H -1.44683 0.45392 -2.52537 -0.2495 0.5254 -0.1096
H -0.41395 -0.63492 -2.72412 0.3387 -0.3442 -0.2216
```
Forces are in eV/Å.

The natural (NBO) scheme yields these atomic charges, measured in e:
1. Be 1.72
2. O -0.97
3. H 0.50
4. H 0.51
5. O -0.98
6. H 0.51
7. H 0.52
8. O -0.99
9. H 0.51
10. H 0.51
11. O -0.98
12. H 0.51
13. H 0.51
14. O -0.98
15. H 0.52
16. H 0.51
17. O -0.98
18. H 0.51
19. H 0.52
20. O -0.97
21. H 0.51
22. H 0.51